# C37H87NO17S14

A cluster of 14 separate species, C37H87NO17S14 in total in a non-equilibrium geometry (ωB97M-V with the def2-TZVPD basis set, the Open Molecules 2025 dataset).

Positions of all 156 atoms, in Å:
S (-2.47028, -5.10391, -4.78956)
S (3.37265, 6.19642, 4.90230)
S (10.56855, 8.38014, -1.49409)
S (6.38971, 0.88303, -7.51877)
S (-5.90561, -3.63700, 1.81593)
S (-4.14036, 2.59033, -5.04304)
S (9.84459, 3.83038, -5.81604)
S (1.92457, 1.44082, 4.65735)
S (-9.53015, 1.54323, 6.55694)
S (2.14561, 0.88690, -4.13931)
S (-5.20066, -1.95129, 7.23407)
S (1.12608, -3.51379, -1.26882)
S (-2.90178, -0.01077, 3.90588)
S (-1.41887, -6.04248, 4.24555)
O (-3.15554, 2.50851, -6.15449)
O (-5.93537, -1.65576, 5.97183)
O (1.02175, 2.60522, 4.89193)
O (1.29144, -2.37367, -0.39443)
O (1.79279, -4.69769, -0.78349)
O (-8.62570, 1.57127, 7.73852)
O (9.53894, 2.38139, -5.64988)
O (-2.72452, -1.46450, 4.20944)
O (-5.70393, -4.45592, -2.21344)
O (-1.97732, -5.99904, 2.86618)
O (-5.34253, -2.47846, 1.04547)
O (11.22678, 7.16963, -2.05195)
O (4.21187, 5.54690, 5.94716)
O (-3.50569, -0.54488, -2.66908)
O (5.92326, 2.08901, -6.78076)
O (2.47970, -0.49506, -3.67767)
O (-1.23074, -5.47738, -4.06353)
N (-4.96410, -2.24823, -2.07116)
C (-2.08506, -3.60835, -5.71127)
C (0.89687, 0.72332, -5.41872)
C (9.51339, 9.04813, -2.78568)
C (3.47496, 1.41444, -5.21589)
C (-0.56290, -4.48515, 4.50001)
C (7.86050, 1.34784, -8.43486)
C (-2.68529, -2.70252, -1.94636)
C (3.59684, 1.99986, 4.98936)
C (-5.73418, -3.19398, 3.53730)
C (9.23553, 7.81107, -0.43414)
C (-5.21000, 1.15697, -5.17674)
C (-8.49673, 1.24737, 5.11743)
C (-1.24704, -4.97355, -1.34846)
C (-5.37607, 3.80420, -5.52444)
C (3.18183, 7.91894, 5.37722)
C (-2.63750, -5.04510, -1.51871)
C (-6.31270, -1.55254, 8.58674)
C (-1.38981, 0.54870, 3.12235)
C (-0.60683, -3.73248, -1.48375)
C (1.79161, -3.07096, -2.83723)
C (-3.35684, -3.90575, -1.82324)
C (-0.88217, -7.06187, -0.00127)
C (-4.64924, -4.90509, 1.79731)
C (-3.68497, -1.65980, -2.26563)
C (-2.55877, -6.16269, -6.24064)
C (1.78712, 0.37352, 6.09376)
C (11.57317, 3.95617, -6.28609)
C (-4.06335, -0.59310, 7.50055)
C (-0.54353, -6.22940, -1.03872)
C (-3.92422, 0.11846, 2.43576)
C (-4.82274, -3.66803, -2.04655)
C (7.23274, -0.17016, -6.33622)
C (-10.32541, -0.06734, 6.54236)
C (-1.32976, -2.59424, -1.78445)
C (-2.77649, -5.69717, 5.37289)
C (10.04031, 4.52166, -4.17659)
C (1.67995, 5.70646, 5.20848)
H (3.21895, 2.36816, -5.67441)
H (10.75486, 3.92692, -3.60857)
H (-4.70811, -2.87843, 3.73476)
H (-4.92039, -0.23829, 2.68713)
H (-1.22745, -3.65605, 4.24728)
H (-2.74839, -7.17966, -5.90356)
H (2.82966, 7.97511, 6.40712)
H (2.73090, -2.57848, -2.62061)
H (9.68238, 7.31626, 0.42517)
H (-4.61222, 0.27780, -4.94909)
H (-4.89511, 4.77971, -5.54173)
H (-3.28494, -4.78299, 5.06356)
H (11.86729, 5.00534, -6.29986)
H (-4.55210, -5.27061, 0.77652)
H (4.27443, 1.14742, 4.94754)
H (10.15603, 9.42281, -3.57939)
H (-7.86628, 0.37310, 5.29308)
H (-7.13094, -2.26968, 8.56757)
H (-1.25122, -8.07141, -0.15830)
H (-9.56676, -0.84730, 6.61321)
H (-3.51010, -0.50337, 1.64292)
H (3.86884, 2.71967, 4.22028)
H (-3.13768, -5.99382, -1.40558)
H (-1.61164, -6.12235, -6.77779)
H (-6.02087, 1.24030, -4.45367)
H (3.64687, 0.66239, -5.98474)
H (-3.30910, -0.64029, 6.71556)
H (-3.37687, -5.83117, -6.87978)
H (-6.70452, -0.54207, 8.45474)
H (-6.41072, -2.37248, 3.74955)
H (8.86685, 8.26083, -3.17388)
H (1.13323, -2.39221, -3.35913)
H (-9.12957, 1.09553, 4.24280)
H (7.69312, -1.00640, -6.86248)
H (2.52238, -0.42704, 6.01763)
H (8.58051, 1.82059, -7.76627)
H (3.63936, 2.47922, 5.96737)
H (8.29698, 0.46074, -8.89468)
H (-1.93745, -2.80092, -4.99491)
H (-5.77586, -1.63572, 9.53176)
H (-5.75892, 3.56393, -6.51641)
H (1.41955, 5.90728, 6.24825)
H (1.94862, 0.95832, 6.99929)
H (-0.75908, -6.75221, 1.02727)
H (8.91799, 9.86626, -2.38093)
H (-5.60447, 1.09141, -6.19133)
H (8.60865, 7.10660, -0.98079)
H (0.30592, -4.47374, 3.84462)
H (7.98629, 0.41665, -5.80899)
H (-3.46685, -6.53784, 5.33088)
H (11.68018, 3.53276, -7.28260)
H (-2.38889, -5.59325, 6.38604)
H (12.18616, 3.39717, -5.57931)
H (-4.95317, -5.72360, 2.44846)
H (-4.60550, 0.35085, 7.44120)
H (7.56638, 2.04916, -9.21389)
H (10.38466, 5.55317, -4.25018)
H (-3.59086, -0.70368, 8.47679)
H (1.98498, -3.97766, -3.40235)
H (-3.70110, -4.49133, 2.12848)
H (2.47456, 8.40254, 4.70368)
H (-0.01741, 0.35969, -4.95340)
H (-1.14722, -0.10585, 2.28431)
H (-1.17287, -3.76356, -6.28696)
H (-3.97525, 1.16111, 2.12089)
H (-10.90289, -0.17814, 5.62473)
H (9.07018, 4.49726, -3.68481)
H (-10.99098, -0.11808, 7.40146)
H (4.15386, 8.40047, 5.29377)
H (-1.51629, 1.57494, 2.77971)
H (-0.58930, 0.51184, 3.85593)
H (0.33032, -6.44883, -1.64711)
H (-7.87416, 2.12734, 4.96991)
H (0.78472, -0.05094, 6.10198)
H (1.59975, 4.63820, 5.01278)
H (6.48985, -0.54428, -5.63371)
H (-0.24050, -4.41639, 5.53926)
H (1.01502, 6.25205, 4.53800)
H (0.71032, 1.69754, -5.86911)
H (-5.47133, -1.89932, -1.26051)
H (-6.00003, -4.04829, 4.16014)
H (8.64825, 8.66590, -0.09926)
H (1.23842, 0.01261, -6.17191)
H (4.37354, 1.53519, -4.61741)
H (-0.85221, -1.63033, -1.89534)
H (-6.18416, 3.80707, -4.79299)
H (-2.91743, -3.36230, -6.37061)

Summary:
**Highest occupied orbital energy**: -7.21 eV
**E_LUMO**: -0.232 eV